No. 1
Entry from the OMol25 dataset: a molecular structure, C36H24AsBrCl5IORhTe (the ωB97M-V functional and the def2-TZVPD basis).

ORCA input file:
```
! wB97M-V def2-TZVPD RIJCOSX def2/J DEFGRID3
* xyz 1 5
I -1.936 2.012 -1.675
Te 1.103 -2.996 -1.124
Rh -0.005 -0.383 -1.122
Br 0.128 3.606 -4.043
As -2.063 -1.099 1.425
Cl 2.581 1.887 -0.270
Cl 4.602 2.971 -2.402
Cl 2.117 0.025 -6.193
Cl 4.409 1.976 -5.346
Cl -0.006 -0.867 -4.033
O -1.754 -1.170 -0.229
C 2.415 1.444 -1.938
C 3.255 1.457 -4.191
C 2.236 0.584 -4.577
C -6.647 -0.749 2.174
C 0.174 0.525 2.130
C 3.681 -1.538 -1.844
C -0.739 -2.614 3.490
C 4.945 -1.848 -3.866
C 0.815 1.601 2.722
C -1.308 2.456 3.479
C 3.341 1.901 -2.869
C -1.437 -3.865 1.537
C 4.761 -1.208 -2.647
C 0.288 4.049 -2.217
C -1.959 1.384 2.881
C -4.494 -1.560 2.865
C -1.213 0.419 2.215
C -0.916 -5.021 2.097
C 1.319 0.194 -3.615
C 1.383 0.587 -2.287
C 2.798 -2.536 -2.256
C -5.857 -1.433 3.087
C -0.372 3.855 0.091
C -3.937 -0.993 1.724
C -0.312 -4.975 3.347
C -4.724 -0.309 0.803
C 4.066 -2.843 -4.272
C 1.379 5.372 -0.532
C 3.001 -3.205 -3.460
C -6.085 -0.190 1.033
C 1.239 4.995 -1.858
C 0.569 4.808 0.442
C 0.074 2.558 3.403
C -1.343 -2.665 2.238
C -0.224 -3.778 4.043
C -0.512 3.474 -1.237
H 1.892 1.688 2.663
H -7.711 -0.655 2.349
H 3.521 -1.013 -0.911
H 4.211 -3.343 -5.221
H -6.709 0.336 0.322
H 0.670 5.104 1.477
H 0.093 -5.880 3.781
H 5.450 -0.437 -2.327
H -3.875 -2.103 3.570
H 0.759 -0.242 1.625
H -1.909 -3.890 0.562
H 5.777 -1.572 -4.500
H -0.661 -1.676 4.027
H -1.881 3.207 4.005
H 1.862 5.435 -2.624
H 0.249 -3.748 5.016
H -3.037 1.299 2.940
H -6.303 -1.873 3.969
H 2.121 6.113 -0.266
H -0.983 -5.958 1.559
H -1.001 3.403 0.848
H -4.276 0.115 -0.088
H 2.326 -3.992 -3.776
H 0.580 3.388 3.879
*
```

Its expectation value of S² is 6.019. The frontier orbital gap (alpha / beta) is 0.284 / 0.224 hartree. Its calculated total energy is -251656.4730 eV. The largest force on an atom is 0.00319 Eh/bohr. For the LUMO energy (alpha / beta), the calculation gives -0.082 / -0.184 Ha.

Atom charges from the Mulliken analysis, given in e for atoms 1 to 6: 0.17 0.29 -0.15 -0.07 1.39 -0.16

No. 2
Entry from the OMol25 dataset: a gas-phase ion, C3H7BNO2S (charge +1) (the ωB97M-V functional and the def2-TZVPD basis).

ORCA input file:
```
! wB97M-V def2-TZVPD RIJCOSX def2/J DEFGRID3
* xyz 1 1
S -0.866 -1.765 1.993
O 3.170 -0.194 0.314
O 1.632 1.659 0.844
N -0.534 0.207 -0.586
C 0.748 -0.396 -0.365
C -1.998 -1.405 0.780
C -1.755 -0.657 -0.348
B 1.980 0.332 0.351
H 1.027 -1.328 -0.982
H -0.618 1.002 0.031
H 3.926 0.225 0.679
H -0.513 0.690 -1.443
H -2.880 -1.881 0.993
H 2.259 2.092 1.359
H -2.411 -0.613 -1.215
*
```

The frontier orbital gap (alpha / beta) is 0.209 / 0.203 hartree. Its calculated total energy is -20312.4712 eV. The largest force on an atom is 0.09279 Eh/bohr. For the LUMO energy (alpha / beta), the calculation gives -0.264 / -0.268 Ha.

Atom charges from the Mulliken analysis, given in e for atoms 1 to 6: -0.02 -0.41 -0.55 0.03 -0.45 -0.26

No. 3
Entry from the OMol25 dataset: a molecular structure, C26H23Cl2EuN2O9S (the ωB97M-V functional and the def2-TZVPD basis).

ORCA input file:
```
! wB97M-V def2-TZVPD RIJCOSX def2/J DEFGRID3
* xyz 0 7
Eu -0.359 -1.615 1.238
Cl 2.661 -1.142 1.662
Cl -2.087 -0.325 4.512
S 2.685 2.891 -1.769
O 1.501 -0.595 2.522
O -3.262 -1.267 4.477
O 2.137 -2.395 0.935
O 2.791 -0.048 0.785
O -0.872 -1.096 4.555
O -2.044 -0.660 0.275
O -2.114 0.228 3.077
O -2.278 0.856 5.327
O 3.743 -1.503 2.603
N -1.511 -4.321 0.979
N -0.817 -3.535 -1.835
C 5.235 4.915 0.437
C -4.272 -4.770 -2.100
C -4.035 -5.680 1.446
C -2.458 3.172 -1.660
C -1.820 -4.831 2.174
C 1.582 3.970 -0.883
C 4.244 3.804 -1.610
C 4.832 3.795 -0.210
C -2.899 -3.401 -3.705
C -2.159 4.384 -1.106
C 5.568 4.961 1.819
C -0.602 -3.209 -3.099
C -0.814 4.721 -0.864
C -3.597 -5.205 0.141
C -0.125 2.798 -2.124
C -4.550 -5.348 -0.878
C 0.177 3.876 -1.312
C -1.730 -2.811 -4.011
C -2.356 -4.612 -0.063
C 4.717 2.621 0.580
C 5.504 3.812 2.471
C -1.430 2.354 -2.191
C -3.114 -5.467 2.441
C 5.241 2.620 1.885
C -1.989 -4.109 -1.472
C -3.127 -4.052 -2.422
H 1.541 3.592 0.173
H 3.888 1.822 0.301
H 0.629 2.239 -2.721
H -1.661 1.467 -2.699
H 5.399 1.665 2.401
H -5.022 -4.892 -2.814
H 5.783 3.798 3.535
H -5.048 -6.018 1.645
H 4.103 4.805 -1.944
H 5.468 5.863 -0.126
H 5.798 5.916 2.345
H 0.508 -3.427 -3.429
H -1.734 -2.246 -4.921
H -1.032 -4.912 2.890
H -3.474 2.779 -1.702
H -5.460 -5.921 -0.759
H -3.726 -3.553 -4.376
H 4.897 3.149 -2.187
H -2.139 0.230 0.286
H -0.515 5.666 -0.379
H -2.937 5.156 -0.918
H 1.972 4.974 -1.006
H -3.436 -5.934 3.379
*
```

Its expectation value of S² is 12.060. The frontier orbital gap (alpha / beta) is 0.183 / 0.268 hartree. Its calculated total energy is -103932.5281 eV. The largest force on an atom is 0.13646 Eh/bohr. For the LUMO energy (alpha / beta), the calculation gives -0.133 / -0.047 Ha.

Atom charges from the Mulliken analysis, given in e for atoms 1 to 6: 1.77 1.60 1.60 -0.17 -0.64 -0.60

No. 4
Entry from the OMol25 dataset: a single C5H8O2 molecule (the ωB97M-V functional and the def2-TZVPD basis).

ORCA input file:
```
! wB97M-V def2-TZVPD RIJCOSX def2/J DEFGRID3
* xyz 0 1
O -1.077 -0.530 -1.618
O 0.680 -0.379 1.725
C 1.526 0.675 -0.325
C 0.369 0.008 0.392
C -1.019 0.709 0.409
C -0.291 -1.242 -0.252
C -1.593 -0.517 -0.302
H 1.231 0.955 -1.342
H -1.380 0.816 1.435
H -0.420 -1.656 -1.419
H 2.381 -0.010 -0.395
H 1.843 1.576 0.214
H 1.384 -1.044 1.668
H -1.123 1.657 -0.131
H -2.597 -0.920 -0.187
*
```

The frontier orbital gap is 0.389 hartree. Its calculated total energy is -9404.8486 eV. The largest force on an atom is 0.03712 Eh/bohr. The SMILES is C[C@@]1(O)C[C@H]2O[C@H]21. For the LUMO energy, the calculation gives 0.030 Ha.

Atom charges from the Mulliken analysis, given in e for atoms 1 to 6: -0.40 -0.59 -1.59 1.66 -1.23 -1.14